[1]
Molecular formula: C3H10N4
Method: DFT, ωB97M-V/def2-TZVPD

Last column: Mulliken charge in e.
Element x y z (Å)
N -1.7863 -1.5587 0.6532  -0.517
N -0.9761 -1.0780 -0.5193  0.038
C -0.5700 0.3137 -0.4393  0.446
N -1.4672 1.2193 -0.8232  -0.379
C 0.6692 0.6683 -0.0053  -0.376
C 1.8275 -0.0023 0.4627  -0.119
N 2.9388 0.6407 0.5781  -0.279
H -2.6992 -2.0391 0.3403  0.331
H -2.0590 -0.7911 1.1727  0.297
H -1.4546 -1.3753 -1.3641  0.438
H -0.1303 -1.6767 -0.5845  0.407
H -1.1399 2.1370 -0.8048  0.214
H -2.5544 1.1498 -0.9893  0.309
H 0.7949 1.7424 0.1581  0.252
H 1.7468 -1.0433 0.5920  0.352
H 3.6827 0.1140 1.1788  0.336
H 3.1773 1.5793 0.3939  0.250

Computed properties:
SMILES: N[NH2+]/C(N)=C\C=[NH2+]
Energy above the lowest of the compared OMol25 structures with the same formula, charge and spin in kJ/mol: 282.0
2S+1: 1
Kohn-Sham gap in eV: 8.7910
LUMO level in eV: -9.4
Total charge: +2



[2]
Molecular formula: C3H10N4O
Method: DFT, ωB97M-V/def2-TZVPD

Last column: Mulliken charge in e.
Element x y z (Å)
C -1.6512 -1.9431 0.3296  -1.072
N -1.0434 -0.7241 -0.1682  -0.446
C 0.2223 -0.5181 0.0187  0.613
N 1.1290 -1.4141 0.5225  -0.412
N 0.6737 0.7571 -0.1890  -0.040
N 2.0864 0.9668 -0.1970  -0.814
C -0.7131 1.7701 -0.6783  -0.114
O -0.7628 2.6681 0.3544  -0.502
H -1.4535 -2.1084 1.3958  0.364
H -1.3105 -2.8244 -0.2299  0.306
H -2.7341 -1.8766 0.1970  0.274
H 2.0341 -0.9931 0.6941  0.278
H 0.8451 -2.3706 0.6559  0.201
H 2.2550 1.9635 -0.0737  0.243
H 2.4628 0.7111 -1.1125  0.209
H -1.7053 1.3972 -0.9071  0.285
H -0.2623 2.1612 -1.5877  0.239
H -0.0721 2.3774 0.9753  0.389

Computed properties:
SMILES: C/N=C(\N)N(N)CO
Energy above the lowest of the compared OMol25 structures with the same formula, charge and spin in kJ/mol: 390.3
2S+1: 1
Kohn-Sham gap in eV: 8.5905
LUMO level in eV: 0.7
Total charge: 0



[3]
Molecular formula: C3H10N4O
Method: DFT, ωB97M-V/def2-TZVPD

Last column: Mulliken charge in e.
Element x y z (Å)
C 0.0328 2.5271 2.9880  -0.690
N -0.3733 2.3354 1.5718  -0.448
C -0.5991 1.1464 1.1487  -0.207
N -0.2916 -0.0834 1.7772  -0.636
H -0.6712 3.1557 3.5725  0.248
H 1.0305 2.9992 2.9562  0.234
H 0.1058 1.5466 3.4753  0.317
H -1.0356 1.0071 0.1685  0.668
H -1.0063 -0.7915 1.6807  0.255
H 0.5922 -0.3774 1.3507  0.263
N 0.7593 -2.0016 -0.8245  -0.411
C 0.2711 -1.4853 -2.0326  0.389
N -0.3405 -0.2269 -1.8984  -0.434
O 0.4278 -2.0518 -3.1222  -0.589
H 0.0916 -2.0706 -0.0285  0.216
H 1.1880 -2.9207 -0.9654  0.264
H 0.2281 0.4596 -1.3720  0.297
H -0.4514 0.1124 -2.8675  0.263

Computed properties:
SMILES: C/N=C\N.NC(N)=O
Energy above the lowest of the compared OMol25 structures with the same formula, charge and spin in kJ/mol: 132.3
2S+1: 1
Kohn-Sham gap in eV: 10.1233
LUMO level in eV: 0.5
Total charge: 0



[4]
Molecular formula: C3H10N4O
Method: DFT, ωB97M-V/def2-TZVPD

Last column: Mulliken charge in e.
Element x y z (Å)
C -0.9573 -1.0581 1.3210  -0.742
N -0.1017 0.0859 1.3151  -0.447
N 0.7636 0.2759 0.0906  0.229
C 2.1576 0.4950 0.4150  -0.987
C 0.4452 -0.2427 -1.1254  0.369
O 1.2369 -0.7343 -1.9091  -0.636
N -0.9450 -0.2821 -1.3750  -0.104
N -1.7269 0.9002 -1.2830  -0.570
H -1.5359 -1.0748 2.2438  0.330
H -1.6215 -1.0657 0.3870  0.314
H -0.3480 -1.9556 1.2156  0.279
H -0.6460 0.9473 1.4130  0.267
H 2.3384 1.5688 0.5163  0.281
H 2.7968 0.0766 -0.3629  0.362
H 2.4402 0.0195 1.3572  0.298
H -1.1310 -0.7498 -2.2579  0.269
H -1.9407 1.0881 -0.2997  0.230
H -1.2248 1.7057 -1.6617  0.260

Computed properties:
SMILES: CNN(C)C(=O)NN
Energy above the lowest of the compared OMol25 structures with the same formula, charge and spin in kJ/mol: 297.2
2S+1: 1
Kohn-Sham gap in eV: 10.0423
LUMO level in eV: 0.8
Total charge: 0



[5]
Molecular formula: C3H10N4O2S
Method: DFT, ωB97M-V/def2-TZVPD

Last column: Mulliken charge in e.
Element x y z (Å)
H -0.2519 -2.3759 -1.9442  0.179
N 0.0978 -1.6236 -1.4311  -0.481
C -0.2972 -0.4835 -1.6609  -0.046
N 0.2160 0.4926 -0.7924  0.264
N 0.0066 1.8441 -0.8970  -0.522
C -1.0364 2.4100 0.0288  -0.666
S 1.8961 0.4987 -0.0469  1.061
O 1.6905 1.1376 1.1985  -0.551
O 2.6473 1.0373 -1.1571  -0.661
N 2.4777 -1.0349 0.2424  -0.289
C 1.8653 -1.5990 1.4373  -0.724
H -1.0075 0.0754 -2.3752  0.286
H -0.0364 2.1093 -1.8735  0.237
H -0.7418 1.9400 1.0352  0.233
H -0.7445 3.5210 0.2116  0.281
H -2.1640 2.3436 -0.2363  0.248
H 2.3153 -1.6388 -0.4637  0.330
H 1.4406 -2.5907 1.2192  0.315
H 2.5030 -1.8212 2.3183  0.297
H 1.0278 -0.8940 1.9412  0.209

Computed properties:
SMILES: [H]/N=C/N(NC)S(=O)(=O)NC
Energy above the lowest of the compared OMol25 structures with the same formula, charge and spin in kJ/mol: 372.9
2S+1: 1
Kohn-Sham gap in eV: 9.8109
LUMO level in eV: 0.8
Total charge: 0



[6]
Molecular formula: C3H10N4S
Method: DFT, ωB97M-V/def2-TZVPD

Last column: Mulliken charge in e.
Element x y z (Å)
N -1.6302 -2.1295 0.2756  -0.698
N -0.5974 -1.2633 0.7681  -0.381
C -0.7583 -0.0431 0.3925  0.651
C 0.2738 0.9688 0.8032  -0.826
C 1.4238 1.0716 -0.2158  -0.429
S 2.5528 -0.3412 -0.2426  -0.255
N -1.8631 0.3613 -0.3567  -0.135
N -1.9353 1.6179 -0.9903  -0.702
H -2.4864 -1.8878 0.7125  0.204
H -1.4149 -3.0153 0.6316  0.259
H 0.7269 0.6671 1.7784  0.310
H -0.2556 1.9266 0.9143  0.360
H 2.0421 1.9466 0.0018  0.329
H 1.0477 1.2588 -1.2343  0.246
H 1.5999 -1.2779 0.0102  0.177
H -2.2773 -0.3905 -0.9631  0.333
H -2.2246 2.3122 -0.2926  0.272
H -1.0575 1.8305 -1.4321  0.284

Computed properties:
SMILES: N/N=C(/CCS)NN
Energy above the lowest of the compared OMol25 structures with the same formula, charge and spin in kJ/mol: 68.1
2S+1: 1
Kohn-Sham gap in eV: 9.3537
LUMO level in eV: 0.8
Total charge: 0



[7]
Molecular formula: C3H10N4S2
Method: DFT, ωB97M-V/def2-TZVPD

Last column: Mulliken charge in e.
Element x y z (Å)
C 0.7355 -0.4417 0.4379  -0.130
C 2.4649 0.5898 1.8671  0.023
C -1.5503 -0.9904 -2.9627  -0.718
N 1.5367 0.0184 1.2590  0.069
N -0.2381 0.2781 -0.1759  -0.262
N -1.0603 1.1006 0.3793  0.219
N -1.5644 1.1711 1.6540  -0.539
S 3.8573 1.2025 1.1370  -0.059
S -1.4223 -1.6050 -1.2751  0.226
H 0.9062 -1.5134 0.1380  0.261
H 2.4597 0.5744 2.9220  0.369
H -0.8177 -1.3562 -3.5631  0.406
H -1.1783 0.0619 -2.9527  0.303
H -2.6874 -0.9676 -3.1558  0.353
H -1.6534 1.4916 -0.3956  0.307
H -2.6613 1.1176 1.7856  0.352
H -1.2378 0.4130 2.1943  0.267
H -0.5549 -2.5548 -1.5792  0.288
H 4.6658 1.4100 2.2857  0.263

Computed properties:
2S+1: 3
Kohn-Sham gap (spin up / spin down) in eV: 8.6071 / 6.0510
LUMO level (spin up / spin down) in eV: -7.2 / -11.3
<S²>: 2.01
Total charge: +2



[8]
Molecular formula: C3H10N7
Method: DFT, ωB97M-V/def2-TZVPD

Last column: Mulliken charge in e.
Element x y z (Å)
C 1.5302 -1.6288 1.1633  0.049
C -1.4117 0.9286 1.1867  0.387
C 0.5347 -0.7289 -2.8661  -0.668
N -1.5333 -0.2550 1.4844  -0.684
N -1.0887 3.2786 1.0321  -0.502
N -1.1092 1.9804 0.7016  0.049
N 0.5540 -1.8439 2.0456  -0.210
N 0.9332 0.2524 -1.7970  -0.040
N 1.0723 0.1270 -0.4706  -0.046
N 1.2829 -1.0213 0.0475  -0.112
H 2.4187 -2.2315 1.3907  0.361
H -0.6160 -0.7340 -3.1789  0.269
H 0.9242 -0.2982 -3.8739  0.284
H 0.8863 -1.6608 -2.6404  0.335
H -2.4488 -0.6938 1.1659  0.208
H -1.4372 3.7821 0.2332  0.258
H 0.6459 -2.5944 2.6832  0.245
H -0.3976 -1.4405 1.9455  0.293
H 0.6864 1.2207 -2.1666  0.294
H -1.4263 3.5613 1.9136  0.228

Computed properties:
Energy above the lowest of the compared OMol25 structures with the same formula, charge and spin in kJ/mol: 481.5
2S+1: 1
Kohn-Sham gap in eV: 8.4289
LUMO level in eV: -3.8
Total charge: +1



[9]
Molecular formula: C3H10NO
Method: DFT, ωB97M-V/def2-TZVPD

Last column: Mulliken charge in e.
Element x y z (Å)
N -0.6887 0.6353 -1.7025  -0.342
C -0.2460 0.9989 -0.2989  -0.491
C -0.5402 -0.1665 0.7371  -0.600
C 0.7945 -0.7287 1.2744  -0.546
O 1.1639 -1.8025 0.4705  -0.529
H -0.2044 1.2817 -2.3317  0.348
H -1.6991 0.8457 -1.6761  0.373
H -0.7255 -0.3865 -1.9098  0.351
H 0.8638 1.1816 -0.2911  0.384
H -0.8256 1.9114 -0.0364  0.307
H -1.2459 0.0871 1.5356  0.400
H -1.0412 -0.9891 0.1920  0.335
H 1.5339 0.0853 1.2577  0.358
H 0.7058 -1.0290 2.3322  0.325
H 2.1547 -1.9247 0.4470  0.327

Computed properties:
SMILES: [NH3+]CCCO
Energy above the lowest of the compared OMol25 structures with the same formula, charge and spin in kJ/mol: 93.1
2S+1: 1
Kohn-Sham gap in eV: 10.4222
LUMO level in eV: -3.8
Total charge: +1



[10]
Molecular formula: C3H10NO
Method: DFT, ωB97M-V/def2-TZVPD

Last column: Mulliken charge in e.
Element x y z (Å)
C -0.5435 0.9635 1.9513  -0.800
N 0.7302 0.5545 1.2587  -0.159
H -1.2874 1.3985 1.2559  0.315
H -0.3859 1.7698 2.6708  0.363
H -1.0808 0.1268 2.3870  0.314
H 0.5894 0.3253 0.2530  0.158
H 1.2818 1.4097 1.2743  0.424
H 1.0733 -0.2714 1.7405  0.371
C 0.6786 -0.4220 -2.4080  -0.864
C -0.3395 -1.0854 -1.8838  0.352
O -0.7319 -0.8690 -0.5407  -0.478
H 1.2958 0.1598 -1.7370  0.136
H 0.9967 -0.5957 -3.4191  0.266
H -0.8466 -1.9405 -2.3325  0.285
H -1.4302 -1.5238 -0.4703  0.318

Computed properties:
Energy above the lowest of the compared OMol25 structures with the same formula, charge and spin in kJ/mol: 135.0
2S+1: 1
Kohn-Sham gap in eV: 9.7203
LUMO level in eV: -3.5
Total charge: +1



[11]
Molecular formula: C3H10NO
Method: DFT, ωB97M-V/def2-TZVPD

Last column: Mulliken charge in e.
Element x y z (Å)
C 0.5093 -0.2107 1.1182  -0.879
C -0.7652 -0.5554 0.4664  0.711
C -1.8991 -1.1297 0.7755  -0.819
N -0.5389 -0.4516 -1.0797  -0.365
H 1.3219 0.1632 0.4968  0.198
H 0.2946 0.4961 1.9262  0.282
H 0.9879 -1.0465 1.6106  0.300
H -2.5450 -1.6009 0.0291  0.242
H -2.3435 -1.2604 1.7496  0.300
H -1.2497 0.1672 -1.4765  0.377
H -0.5425 -1.3368 -1.5858  0.370
H 0.3372 0.0503 -1.2599  0.293
H 2.8062 1.8079 -0.8727  0.326
H 1.7615 2.9157 -1.0833  0.307
O 1.8654 1.9916 -0.8144  -0.642

Computed properties:
Energy above the lowest of the compared OMol25 structures with the same formula, charge and spin in kJ/mol: 99.3
2S+1: 1
Kohn-Sham gap in eV: 11.4095
LUMO level in eV: -3.4
Total charge: +1



[12]
Molecular formula: C3H10NO
Method: DFT, ωB97M-V/def2-TZVPD

Last column: Mulliken charge in e.
Element x y z (Å)
C 0.5798 -1.7562 -0.9924  -0.747
N 0.7058 -0.3426 -0.3698  -0.208
C -0.6707 -0.0143 0.2732  -0.747
C -0.5851 1.2843 1.0025  -0.478
O -0.3293 2.2923 0.0433  -0.490
H 1.2563 -2.3554 -0.3878  0.353
H -0.4608 -2.0689 -0.8992  0.297
H 0.8213 -1.6988 -2.0484  0.360
H 1.1747 0.1941 -1.1018  0.351
H 1.3853 -0.2588 0.3899  0.358
H -0.8311 -0.9136 0.8661  0.500
H -1.4330 0.0396 -0.5057  0.434
H -1.6237 1.3913 1.3437  0.313
H 0.1443 1.1375 1.8176  0.374
H -0.1336 3.0695 0.5686  0.330

Computed properties:
SMILES: C[NH2+]CCO
Energy above the lowest of the compared OMol25 structures with the same formula, charge and spin in kJ/mol: 95.3
2S+1: 1
Kohn-Sham gap in eV: 11.7552
LUMO level in eV: -3.4
Total charge: +1



M per entry: 102.14; 118.14; 118.14; 118.14; 166.21; 134.21; 166.28; 144.16; 76.12; 76.12; 76.12; 76.12 g mol⁻¹
Electronic energy per entry: -338.60762; -414.46459; -414.56283; -414.50004; -887.86880; -737.45076; -1134.82290; -503.19273; -250.01834; -250.00239; -250.01597; -250.01752 a.u.